Computed, not measured: the molecule C4H8N2O at a distorted geometry, with the ωB97M-V functional and the def2-TZVPD basis.

XYZ file:
```
15
Properties=species:S:1:pos:R:3:forces:R:3:nbo_charge:R:1
H -0.0221 -2.5976 -0.5024 -0.214 0.430 0.081 0.323
N -0.1921 -1.9757 -1.3008 1.248 2.203 -0.410 -0.599
C 0.4921 -0.8703 -1.1887 0.705 -4.005 -0.033 0.115
C 1.3925 -0.5573 0.0191 -1.229 0.096 -1.277 -0.290
N 0.8869 0.7177 0.4799 -1.138 1.133 -0.664 -0.615
C -0.5424 0.9312 0.3424 0.437 1.171 2.750 0.462
C -1.4884 0.2480 1.0070 0.298 -0.607 -0.703 -0.578
O -0.7879 2.2157 -0.0840 0.315 -0.086 0.008 -0.698
H 0.6412 -0.2195 -2.0657 -0.732 0.045 0.459 0.183
H 1.2807 -1.3253 0.7895 0.135 0.016 -0.083 0.194
H 2.4319 -0.4663 -0.3082 -0.097 -0.011 0.265 0.218
H 1.3527 1.5172 0.0541 -0.084 -0.311 0.036 0.386
H -1.3419 -0.7952 1.2571 0.141 0.201 0.318 0.209
H -2.4559 0.6792 1.2359 -0.047 -0.094 -0.505 0.203
H -1.6474 2.4982 0.2647 0.261 -0.182 -0.239 0.488
```
Positions in Å, forces in eV/Å.

Output
relative energy (zero: lowest compared OMol25 entry of this formula, charge and spin): 71.2 kcal per mole
net charge: 0
Kohn-Sham gap: 9.095 eV
largest force on an atom: 0.0791 hartree/bohr
structure (SMILES): [H]/N=C\CNC(=C)O
LUMO energy: 0.8 eV
E_HOMO: -8.3207 eV